DFT (wB97M-V/def2-TZVPD) results for a 7-piece molecular cluster, C16H50N5O4 overall.

Summary:
* frontier orbital gap: 5.581 eV
* highest occupied orbital energy: -3.07 eV
* ΔE to the lowest compared entry with this formula, charge and spin: 0.0 kcal/mol
* maximum force: 3.0 eV/Å
* molar mass: 376.607 g/mol
* total charge: -1

```
75
Properties=species:S:1:pos:R:3:lowdin_charge:R:1
N 3.54190 -28.64913 16.97653 0.266
H 2.70047 -29.16083 16.75237 0.028
H 3.64370 -28.05064 16.16935 0.045
H 4.36925 -29.20962 17.12297 0.072
H 3.35299 -28.11760 17.81433 0.032
N 1.75041 -30.45576 19.85770 0.275
H 1.74425 -31.45941 19.97067 0.125
H 2.32927 -30.01800 20.56011 0.030
H 0.79193 -30.17777 20.01303 0.053
H 1.97309 -30.38217 18.87531 0.061
N -0.01483 -27.52612 19.58687 0.293
H -0.17195 -26.99869 20.43376 0.131
H -0.42202 -27.00427 18.82400 0.125
H -0.46879 -28.42710 19.53942 0.043
H 0.99049 -27.51422 19.49048 0.050
O 3.10056 -29.52109 22.13677 -0.398
C 4.03058 -28.61431 21.62932 -0.458
C 3.60636 -27.43031 20.69300 -0.342
O 2.88780 -27.56983 19.42297 -0.427
H 4.80457 -29.14124 21.07131 0.050
H 4.41612 -28.15403 22.53905 0.071
H 4.43900 -26.81148 20.35853 0.061
H 2.97791 -26.73919 21.25468 0.063
O 1.61325 -30.48754 16.82495 -0.421
C 0.23550 -30.07646 16.73237 -0.366
C -0.95294 -30.50215 17.78521 -0.326
O -0.88877 -30.17484 19.21056 -0.438
H 0.06299 -30.47392 15.73218 0.062
H 0.25858 -29.02022 16.46420 0.037
H -0.97170 -31.58788 17.69067 0.064
H -1.90849 -30.18736 17.36576 0.059
C 6.24263 -30.51277 14.76373 -0.099
C 6.73316 -29.61859 15.83871 -0.254
N 6.15800 -29.71364 17.26611 -0.168
C 6.35756 -31.15139 17.66008 -0.252
C 5.80211 -31.27170 19.07609 -0.077
C 6.79493 -28.58404 18.13849 -0.200
C 8.30925 -28.52207 18.38142 -0.092
H 5.18223 -30.32155 14.59916 0.063
H 6.28656 -31.58941 14.92813 0.070
H 6.67448 -30.29390 13.78715 0.076
H 7.80664 -29.78334 15.93142 0.099
H 6.52543 -28.56648 15.64373 0.100
H 5.80812 -31.82431 17.00176 0.100
H 7.37387 -31.52124 17.52442 0.106
H 4.75803 -30.96369 19.13221 0.075
H 5.80224 -32.31178 19.40219 0.071
H 6.49029 -30.70833 19.70626 0.064
H 6.28382 -28.52602 19.09947 0.096
H 6.55882 -27.64960 17.62938 0.086
H 8.86538 -28.26110 17.48102 0.061
H 8.73255 -29.39498 18.87835 0.067
H 8.45496 -27.71826 19.10304 0.072
C 5.41796 -25.94666 13.81254 -0.071
C 3.85974 -25.82557 13.98029 -0.233
N 3.35675 -26.66710 15.07237 -0.229
C 3.15393 -25.78709 16.23470 -0.227
C 4.47216 -25.32713 16.97594 -0.044
C 2.09790 -27.29004 14.62822 -0.222
C 2.37236 -28.63943 13.81802 -0.058
H 5.98480 -25.48470 14.62086 0.045
H 5.70613 -25.32094 12.96784 0.059
H 5.70778 -26.97132 13.57981 0.064
H 3.50750 -24.79451 14.01082 0.113
H 3.50241 -26.27386 13.05322 0.094
H 2.57708 -24.90458 15.95805 0.106
H 2.52918 -26.38079 16.90201 0.089
H 4.91963 -26.12651 17.56658 0.050
H 5.18983 -24.81177 16.33761 0.045
H 4.23198 -24.50870 17.65461 0.070
H 1.50570 -26.71306 13.91795 0.109
H 1.48299 -27.59447 15.47516 0.085
H 2.82245 -28.42954 12.84773 0.052
H 1.42177 -29.13301 13.61593 0.070
H 3.02965 -29.34625 14.32445 0.047
```